<P>
64
Properties=species:S:1:pos:R:3 method="wB97M-V/def2-TZVPD" homo_lumo_gap_ha=0.1530 homo_ev=-0.41 charge=-2
Zn -0.747 -0.495 -0.271
O 5.962 -1.855 1.383
C 5.621 -1.093 0.221
C 4.135 -0.909 0.142
C 3.598 0.284 -0.344
C 2.228 0.406 -0.419
N 1.395 -0.560 -0.023
C 1.896 -1.722 0.401
C 3.275 -1.918 0.502
C 0.901 -2.741 0.831
C 1.260 -3.992 1.316
C 0.278 -4.886 1.702
C 0.672 -6.238 2.225
O 1.347 -6.165 3.491
C -1.048 -4.496 1.588
C -1.330 -3.230 1.108
N -0.379 -2.364 0.766
H 6.889 -2.096 1.317
H 5.963 -1.614 -0.680
H 6.104 -0.113 0.250
H 4.234 1.102 -0.659
H 1.756 1.299 -0.812
H 3.674 -2.862 0.841
H 2.301 -4.296 1.313
H 1.313 -6.736 1.490
H -0.208 -6.857 2.386
H 1.958 -5.423 3.440
H -1.861 -5.173 1.822
H -2.351 -2.888 0.978
Se -3.164 -4.316 -1.695
Sb -2.778 -2.038 -2.518
Se -3.149 -0.545 -0.353
Se -0.124 -1.538 -2.633
Se 1.123 -3.436 -2.349
C -4.759 3.014 -1.264
C -3.636 3.389 -2.207
O -2.394 3.074 -1.584
P -1.095 2.411 -2.303
O -0.494 1.487 -1.279
Te -1.484 1.814 -4.543
O -0.060 3.688 -2.244
C -0.282 4.865 -3.006
C 1.059 5.439 -3.411
H -5.720 3.145 -1.770
H -4.748 3.636 -0.364
H -4.647 1.968 -0.968
H -3.653 4.460 -2.437
H -3.732 2.847 -3.146
H -0.845 5.586 -2.402
H -0.870 4.631 -3.896
H 1.663 5.658 -2.527
H 0.923 6.359 -3.987
H 1.595 4.709 -4.020
C -1.958 0.682 4.139
N -1.753 1.839 3.288
C -1.112 1.694 2.074
N -1.105 2.786 1.265
O -0.512 0.658 1.799
H -1.773 0.940 5.183
H -1.249 -0.082 3.830
H -2.966 0.269 4.043
H -2.426 2.581 3.357
H -1.890 3.412 1.309
H -0.819 2.546 0.317

***

<Q>
64
Properties=species:S:1:pos:R:3 method="wB97M-V/def2-TZVPD" homo_lumo_gap_ha=0.1793 homo_ev=-1.10 charge=-2
Zn 0.096 0.334 -0.687
O 1.942 2.230 5.883
C 0.896 2.823 5.116
C 0.625 2.026 3.873
C -0.631 2.064 3.280
C -0.815 1.429 2.068
N 0.166 0.776 1.448
C 1.372 0.728 2.013
C 1.634 1.330 3.236
C 2.422 0.024 1.228
C 3.691 -0.234 1.721
C 4.641 -0.807 0.883
C 6.012 -1.111 1.416
O 6.030 -2.315 2.195
C 4.281 -1.092 -0.421
C 2.978 -0.844 -0.826
N 2.069 -0.330 -0.010
H 2.384 2.926 6.374
H 1.181 3.835 4.808
H -0.020 2.898 5.711
H -1.461 2.593 3.731
H -1.774 1.451 1.567
H 2.624 1.315 3.664
H 3.960 0.049 2.730
H 6.364 -0.276 2.030
H 6.715 -1.252 0.595
H 5.131 -2.467 2.502
H 4.994 -1.474 -1.140
H 2.652 -1.046 -1.838
Se 3.899 0.761 -3.722
Sb 1.565 1.457 -3.711
Se 0.148 -0.591 -2.991
Se 0.973 2.652 -1.349
Se 2.794 3.147 0.029
C -2.657 2.310 -4.371
C -2.535 2.248 -2.869
O -3.423 1.216 -2.396
P -3.396 0.825 -0.843
O -2.047 0.344 -0.397
Te -4.459 2.496 0.465
O -4.305 -0.504 -0.914
C -5.645 -0.452 -1.400
C -6.381 -1.661 -0.868
H -1.994 3.085 -4.758
H -3.684 2.537 -4.668
H -2.360 1.354 -4.805
H -2.803 3.193 -2.390
H -1.518 1.985 -2.584
H -5.617 -0.447 -2.493
H -6.117 0.474 -1.061
H -5.876 -2.580 -1.167
H -7.403 -1.680 -1.254
H -6.418 -1.627 0.221
C 1.420 -3.949 -1.327
N -0.020 -3.834 -1.466
C -0.699 -2.974 -0.626
N -1.982 -2.670 -1.035
O -0.238 -2.579 0.435
H 1.743 -4.953 -1.609
H 1.677 -3.771 -0.285
H 1.940 -3.215 -1.949
H -0.335 -3.791 -2.423
H -2.075 -2.522 -2.032
H -2.335 -1.863 -0.535

***

Relative energies, kcal/mol: <P> 24.4; <Q> 0.0.